(1)
# C21H26BrN3O4Te4Ti

A structure of composition C21H26BrN3O4Te4Ti in a non-equilibrium geometry (the ωB97M-V functional and the def2-TZVPD basis, the OMol25 dataset).

Each line ends with the Löwdin charge.
Positions of all 60 atoms, in Å:
Ti  -0.3317  0.0628  0.3637  0.55
C  -4.2826  0.9193  -0.6387  -0.05
C  -2.7924  1.1510  -0.6766  -0.44
O  -2.0406  0.1365  -0.3348  -0.21
C  -2.2598  2.3623  -1.0580  -0.03
C  -0.8817  2.7522  -0.8859  -0.33
C  -0.4362  4.1476  -1.2162  -0.06
N  -0.0395  1.9139  -0.3258  -0.15
N  1.1655  2.4028  0.2054  0.07
C  1.5765  1.6508  1.2025  -0.53
O  0.8805  0.6544  1.7087  -0.24
C  2.8901  1.9264  1.8349  -0.14
C  3.7885  2.8301  1.2713  -0.03
C  5.0174  3.0561  1.8721  -0.10
C  5.3666  2.3814  3.0350  -0.12
C  4.4749  1.4769  3.5957  -0.09
C  3.2430  1.2470  2.9955  -0.02
H  -4.4994  -0.1483  -0.6041  0.07
H  -4.7673  1.3505  -1.5179  0.07
H  -4.7297  1.3848  0.2440  0.07
H  -2.9525  3.1216  -1.4034  0.09
H  -1.2661  4.7257  -1.6235  0.06
H  0.3826  4.1346  -1.9392  0.08
H  -0.0538  4.6437  -0.3205  0.07
H  3.5089  3.3362  0.3573  0.11
H  5.7115  3.7604  1.4288  0.09
H  6.3368  2.5395  3.4912  0.09
H  4.7326  0.9466  4.5046  0.09
H  2.5420  0.5440  3.4245  0.11
C  -1.4196  -3.6806  -0.6740  -0.27
O  -1.6552  -2.3902  -1.2059  -0.39
C  -2.3045  -2.4706  -2.4668  -0.26
C  -2.3992  -1.1180  -3.1696  -0.21
O  -1.2437  -0.3674  -2.9480  -0.30
C  -0.8522  0.4682  -4.0063  -0.11
H  -2.2953  -4.0226  -0.0980  0.09
H  -0.5692  -3.6554  -0.0057  0.02
H  -1.2393  -4.4223  -1.4573  0.05
H  -3.3170  -2.8863  -2.3507  0.13
H  -1.7451  -3.1617  -3.1056  0.07
H  -3.2776  -0.5621  -2.8108  0.11
H  -2.5224  -1.3241  -4.2423  0.13
H  -1.6933  1.0718  -4.3751  0.09
H  -0.4212  -0.1244  -4.8229  0.09
H  -0.0829  1.1245  -3.6023  0.08
Te  0.8581  -2.7109  -2.1657  0.48
Te  5.3427  -2.8928  -4.4340  -0.58
Te  3.4977  -1.7912  -2.7438  -0.27
Te  1.6388  -0.5727  -0.9289  0.43
Br  -0.6657  -3.7234  5.6372  0.64
C  -0.4979  -2.8293  3.9725  -0.73
C  -1.5939  -2.2222  3.3835  -0.15
C  -1.4675  -1.6578  2.1317  -0.15
N  -0.3018  -1.6859  1.3804  -0.13
C  0.7765  -2.2179  2.0484  -0.17
C  0.7160  -2.8045  3.2878  -0.13
H  -2.5472  -2.1762  3.8942  0.09
H  -2.3301  -1.2037  1.6591  0.10
H  1.7156  -2.1685  1.5133  0.07
H  1.6127  -3.2328  3.7146  0.10

Values from the calculation:
- HOMO-LUMO gap (alpha / beta): 3.4 / 3.4 eV
- LUMO energy (alpha / beta): 0.137 / 0.137 Eh
- Net charge: -2

(2)
# C21H26Cl3IrN7O5P2S4

A structure of composition C21H26Cl3IrN7O5P2S4 in a non-equilibrium geometry (the ωB97M-V functional and the def2-TZVPD basis, the OMol25 dataset).

Each line ends with the Löwdin charge.
Positions of all 69 atoms, in Å:
Ir  -0.1683  -1.1293  -1.4547  0.97
C  3.8833  -1.3202  1.8799  -0.09
N  3.3509  0.0368  1.9275  -0.29
C  3.5461  0.7209  3.1943  -0.10
P  2.1395  0.4710  0.8874  0.50
O  1.7241  -0.6562  0.0251  -0.38
O  0.9965  1.0279  1.8925  -0.28
P  -0.6000  0.8946  1.5676  0.50
O  -0.8330  0.7620  0.1202  -0.35
N  -1.0994  -0.3120  2.5884  -0.28
C  -2.2718  -1.0570  2.1154  -0.09
C  -0.1343  -1.1195  3.3284  -0.09
N  -1.2703  2.2679  2.1851  -0.29
C  -1.0644  2.5791  3.5908  -0.10
C  -1.3832  3.4340  1.3169  -0.09
N  2.4891  1.8283  0.0150  -0.28
C  3.2963  1.6163  -1.1870  -0.10
C  2.7496  3.0986  0.6731  -0.10
H  4.9692  -1.2887  1.9873  0.09
H  3.6336  -1.7635  0.9199  0.08
H  3.4641  -1.9452  2.6761  0.09
H  4.6149  0.8384  3.3847  0.09
H  3.1066  0.1568  4.0247  0.08
H  3.0851  1.7055  3.1647  0.07
H  -2.9307  -0.3750  1.5805  0.08
H  -2.8009  -1.4668  2.9775  0.09
H  -1.9969  -1.8745  1.4497  0.03
H  0.6181  -0.4758  3.7793  0.07
H  0.3683  -1.8627  2.6994  0.07
H  -0.6664  -1.6446  4.1228  0.09
H  -1.0515  1.6538  4.1632  0.08
H  -1.8899  3.1999  3.9421  0.09
H  -0.1247  3.1188  3.7578  0.08
H  -1.4796  3.0953  0.2879  0.08
H  -0.5093  4.0912  1.3969  0.08
H  -2.2750  3.9990  1.5934  0.09
H  3.0839  0.6277  -1.5842  0.04
H  4.3692  1.6906  -0.9874  0.09
H  3.0305  2.3626  -1.9366  0.10
H  2.1061  3.1992  1.5456  0.06
H  2.5230  3.9055  -0.0256  0.09
H  3.7969  3.1950  0.9814  0.09
O  -4.0414  -6.8362  -0.9024  0.00
C  -3.2708  -5.9447  -1.0684  -0.98
S  -3.1278  -5.0113  -2.5728  1.01
C  -1.8476  -3.9469  -2.0425  -1.12
C  -1.3870  -4.1119  -0.7490  -1.11
S  -0.1725  -3.1936  -0.0155  0.71
S  -2.1195  -5.3942  0.1795  1.00
S  -1.2442  -2.8593  -3.1726  0.77
Cl  -6.0893  2.5004  -3.9013  0.67
C  -4.9823  1.4123  -3.1431  -0.69
C  -3.6238  1.5654  -3.3562  -0.13
C  -2.7419  0.7213  -2.7133  -0.55
Cl  -1.0356  0.9167  -2.9546  0.77
C  -3.1526  -0.3073  -1.8370  -0.51
O  -2.3481  -1.0763  -1.1961  -0.35
C  -4.5590  -0.4472  -1.7058  -0.58
Cl  -5.1210  -1.7332  -0.7025  0.72
C  -5.4564  0.3987  -2.3215  -0.13
H  -3.2569  2.3406  -4.0143  0.11
H  -6.5160  0.2636  -2.1606  0.11
N  1.4114  -1.3522  -2.7547  -0.04
C  2.2920  -1.1529  -3.4828  -0.17
C  3.3523  -0.9338  -4.3239  -0.27
C  3.4224  -1.5225  -5.6070  -0.24
N  3.5072  -1.9961  -6.6544  0.13
C  4.4211  -0.1247  -3.8784  -0.25
N  5.2926  0.5393  -3.5156  0.14

Values from the calculation:
- Multiplicity: 2
- HOMO-LUMO gap (alpha / beta): 5.8 / 5.1 eV
- LUMO energy (alpha / beta): -0.079 / -0.106 Eh
- Expectation value of S²: 0.77

(3)
# C21H26ClN3O2

The molecule C21H26ClN3O2 in a non-equilibrium geometry (the ωB97M-V functional and the def2-TZVPD basis, the OMol25 dataset).

Each line ends with the Löwdin charge.
Positions of all 53 atoms, in Å:
C  -4.6158  -1.1888  -2.8772  -0.11
C  -4.6355  -2.3414  -1.8814  -0.24
C  -4.0644  -1.9342  -0.5219  -0.22
N  -4.7568  -0.7994  0.0628  -0.19
C  -6.1663  -1.0074  0.3422  -0.20
C  -6.5162  -2.1965  1.2514  -0.24
C  -7.9902  -2.1749  1.6338  -0.11
C  -4.0459  -0.1660  1.1618  -0.20
C  -4.1214  1.3620  1.0438  -0.15
C  -3.5250  1.8621  -0.2738  -0.16
N  -2.0965  1.6697  -0.3303  0.09
C  -1.2150  2.6767  -0.1763  -0.44
O  -1.5144  3.8522  -0.0851  0.08
C  0.1966  2.2268  -0.1355  -0.13
C  1.3250  2.9771  -0.0291  0.08
C  2.4141  2.0577  0.0065  -0.12
C  3.7851  2.1230  0.1077  0.06
C  4.4936  0.9099  0.1167  -0.15
C  5.9025  0.8601  0.2224  -0.03
C  6.5681  -0.3297  0.2339  -0.11
C  5.8437  -1.5331  0.1379  -0.67
Cl  6.7167  -3.0210  0.1568  0.68
C  4.4811  -1.5403  0.0323  -0.04
C  3.7712  -0.3221  0.0193  -0.21
N  2.4283  -0.3811  -0.0826  0.21
C  1.8087  0.7630  -0.0855  -0.26
O  0.4717  0.8813  -0.1725  0.11
H  -5.2060  -0.3575  -2.5013  0.06
H  -5.0273  -1.5040  -3.8333  0.07
H  -3.5972  -0.8430  -3.0385  0.07
H  -4.0312  -3.1669  -2.2641  0.11
H  -5.6553  -2.7104  -1.7657  0.10
H  -3.0233  -1.6335  -0.6743  0.11
H  -4.0580  -2.8143  0.1444  0.12
H  -6.5390  -0.0902  0.8050  0.12
H  -6.6918  -1.1235  -0.6092  0.12
H  -5.9061  -2.1595  2.1570  0.10
H  -6.2923  -3.1327  0.7368  0.10
H  -8.2359  -3.0296  2.2601  0.07
H  -8.6150  -2.2109  0.7438  0.07
H  -8.2307  -1.2669  2.1831  0.07
H  -2.9980  -0.4741  1.1409  0.11
H  -4.4457  -0.4657  2.1412  0.11
H  -5.1628  1.6809  1.0885  0.11
H  -3.5902  1.8163  1.8818  0.12
H  -3.9928  1.3228  -1.1004  0.11
H  -3.6984  2.9346  -0.3821  0.12
H  -1.7479  0.7246  -0.3654  0.13
H  1.3639  4.0457  0.0191  0.13
H  4.3078  3.0656  0.1807  0.13
H  6.4466  1.7904  0.2957  0.12
H  7.6428  -0.3664  0.3159  0.10
H  3.9198  -2.4572  -0.0414  0.11

Values from the calculation:
- Structure (SMILES): CCCN(CCC)CCCNC(=O)c1cc2cc3ccc(Cl)cc3nc2o1
- HOMO-LUMO gap: 7.9 eV
- LUMO energy: -0.019 Eh

(4)
# C21H26F2GdN4O5

A structure of composition C21H26F2GdN4O5 in a non-equilibrium geometry (the ωB97M-V functional and the def2-TZVPD basis, the OMol25 dataset).

Each line ends with the Löwdin charge.
Positions of all 59 atoms, in Å:
Gd  -0.0661  0.7302  0.6203  1.67
O  -0.3109  0.0630  -2.0462  -0.14
C  -1.3353  0.6911  -2.8254  -0.19
C  -1.5872  2.1010  -2.3378  -0.14
N  -1.7062  2.1802  -0.8860  -0.20
C  -2.9621  1.6128  -0.3513  -0.07
C  -2.9620  0.0904  -0.1662  -0.60
O  -3.9876  -0.5233  -0.2851  0.10
O  -1.7730  -0.4316  0.1591  -0.25
C  -1.3530  3.5176  -0.3200  -0.06
C  -0.3738  3.0598  0.7320  -0.68
O  -0.8394  2.5660  1.7979  -0.07
O  0.7899  2.7403  0.3285  -0.11
H  -0.7312  -0.7154  -1.6485  0.04
H  -1.0174  0.7286  -3.8661  0.13
H  -2.2437  0.0872  -2.7769  0.13
H  -0.7534  2.7332  -2.6339  0.13
H  -2.4919  2.4844  -2.8227  0.14
H  -3.1254  2.0373  0.6362  0.13
H  -3.8281  1.8520  -0.9675  0.14
H  -0.8492  4.1265  -1.0615  0.13
H  -2.2133  4.0417  0.0855  0.14
F  4.2399  -3.1467  -0.5122  0.02
C  3.4596  -2.5296  0.4377  -0.28
C  2.7278  -1.4260  0.0582  -0.09
C  1.8719  -0.8124  0.9694  -0.12
C  1.8597  -1.3034  2.2776  -0.14
C  2.5978  -2.4330  2.6041  -0.21
F  2.5265  -2.9586  3.8390  0.09
C  3.4227  -3.0797  1.6977  0.08
C  1.0331  -0.6307  3.3369  -0.22
C  1.4955  -0.4441  4.6305  0.01
C  0.6727  0.1745  5.5565  -0.02
C  -0.5966  0.5845  5.1769  -0.03
C  -0.9679  0.3918  3.8676  -0.11
N  -0.1685  -0.1799  2.9579  0.01
H  2.8528  -1.0515  -0.9597  0.12
H  3.9994  -3.9538  1.9757  0.14
H  2.4847  -0.7784  4.9019  0.12
H  1.0204  0.3373  6.5705  0.12
H  -1.2791  1.0544  5.8715  0.12
H  -1.9401  0.7069  3.5155  0.12
N  2.4271  -4.4047  -2.2546  0.05
C  1.3526  -5.1220  -1.4672  -0.07
C  0.1243  -4.1902  -1.3398  -0.15
N  0.3996  -2.8402  -1.8006  -0.05
C  0.8323  -2.7546  -3.1839  -0.17
C  1.8969  -3.8192  -3.5403  -0.07
H  3.1940  -5.0462  -2.4446  0.18
H  2.8318  -3.6679  -1.6708  0.12
H  1.7945  -5.3780  -0.5071  0.13
H  1.1406  -6.0377  -2.0159  0.13
H  -0.1902  -4.1578  -0.2988  0.13
H  -0.7058  -4.6043  -1.9122  0.13
H  0.9888  -2.3310  -1.1558  0.06
H  1.2259  -1.7592  -3.3675  0.12
H  -0.0200  -2.8932  -3.8488  0.13
H  2.7456  -3.4083  -4.0809  0.13
H  1.4990  -4.6581  -4.1055  0.13

Values from the calculation:
- Multiplicity: 8
- HOMO-LUMO gap (alpha / beta): 9.0 / 7.2 eV
- LUMO energy (alpha / beta): -0.098 / -0.153 Eh
- Expectation value of S²: 16.04
- Net charge: +1